Entry 1:
C44H48N8O2Sb2Y as an isolated structure, computed with ωB97M-V with the def2-TZVPD basis set.

Last column: Löwdin charge in e.
Atoms and positions in Å:
1 Y 0.0037 0.2365 0.1883  1.180
2 C -4.1969 -1.5533 -0.3540  -0.058
3 C -4.1074 -2.8455 0.1734  -0.052
4 C -2.8696 -3.4140 0.3170  -0.002
5 C -1.7110 -2.6930 -0.0433  -0.341
6 N -1.7932 -1.4244 -0.4861  0.023
7 C -3.0242 -0.9055 -0.6596  -0.214
8 N -0.5509 -3.4161 0.0124  0.174
9 C 0.6570 -2.9829 -0.0868  -0.284
10 N 1.1700 -1.7022 -0.0616  0.004
11 C 2.5476 -1.7850 -0.2169  -0.284
12 N 3.4382 -0.8632 -0.2135  0.175
13 C 3.2269 0.4991 -0.2019  -0.329
14 C 4.2838 1.2676 0.3163  0.000
15 C 4.2290 2.6360 0.2452  -0.040
16 C 3.1292 3.2357 -0.3717  -0.046
17 C 2.1266 2.4223 -0.8358  -0.165
18 N 2.1380 1.0774 -0.7358  0.015
19 C 2.9290 -3.2057 -0.3561  -0.108
20 C 4.1608 -3.8041 -0.5452  0.003
21 C 4.1783 -5.1902 -0.6403  -0.058
22 C 3.0030 -5.9369 -0.5471  -0.058
23 C 1.7718 -5.3234 -0.3562  0.002
24 C 1.7671 -3.9434 -0.2619  -0.107
25 H -5.1472 -1.0711 -0.5262  0.110
26 H -4.9988 -3.3996 0.4379  0.118
27 H -2.7402 -4.4233 0.6749  0.120
28 H -3.0553 0.1013 -1.0593  0.017
29 H 5.1303 0.7449 0.7348  0.119
30 H 5.0345 3.2376 0.6428  0.117
31 H 3.0541 4.3062 -0.4908  0.112
32 H 1.2513 2.8559 -1.3053  0.051
33 H 5.0636 -3.2148 -0.6141  0.117
34 H 5.1172 -5.7049 -0.7901  0.108
35 H 3.0568 -7.0140 -0.6270  0.108
36 H 0.8558 -5.8918 -0.2821  0.116
37 C -1.2753 4.0925 0.6140  -0.269
38 Sb -2.3102 2.2631 0.9627  1.344
39 C -2.8710 2.6585 2.9747  -0.295
40 C -4.1900 2.7562 -0.0278  -0.300
41 C -4.0521 3.8964 -0.9796  -0.304
42 C -4.3878 5.1769 -0.5463  -0.064
43 C -4.2089 6.2880 -1.3509  -0.075
44 C -3.6910 6.1333 -2.6266  -0.073
45 C -3.3780 4.8637 -3.0820  -0.055
46 C -3.5489 3.7357 -2.2807  -0.280
47 C -3.2105 2.3966 -2.8642  -0.308
48 Sb -1.1862 1.7043 -2.5851  1.315
49 C -1.2388 0.2406 -4.1292  -0.305
50 C -0.2085 3.2678 -3.6428  -0.307
51 H -1.9672 4.9318 0.5953  0.013
52 H -0.7267 4.0644 -0.3270  -0.012
53 H -0.5569 4.2025 1.4244  0.009
54 H -3.2551 3.6756 3.0466  0.018
55 H -1.9891 2.5556 3.6053  -0.005
56 H -3.6340 1.9571 3.3090  0.003
57 H -4.9122 2.9936 0.7522  0.064
58 H -4.5379 1.8506 -0.5255  0.035
59 H -4.8001 5.3005 0.4480  0.117
60 H -4.4816 7.2687 -0.9856  0.108
61 H -3.5505 6.9898 -3.2712  0.107
62 H -3.0103 4.7374 -4.0931  0.110
63 H -3.2981 2.4423 -3.9517  0.069
64 H -3.8891 1.6105 -2.5328  0.051
65 H -1.5819 0.6987 -5.0556  0.015
66 H -1.9184 -0.5631 -3.8496  0.005
67 H -0.2467 -0.1800 -4.2802  0.010
68 H -0.7253 3.4178 -4.5895  0.016
69 H 0.8259 2.9927 -3.8392  0.011
70 H -0.2349 4.1946 -3.0725  0.010
71 C 0.0343 2.1249 7.8687  -0.047
72 C -0.9148 1.0211 7.5098  -0.275
73 C -1.8995 1.1967 6.5479  -0.033
74 C -2.7872 0.1828 6.2191  -0.020
75 C -2.6839 -1.0530 6.8421  -0.277
76 N -3.5439 -2.1360 6.5358  0.135
77 C -4.1768 -2.4284 5.3560  -0.526
78 O -5.1979 -3.0801 5.3089  0.085
79 N -3.5823 -1.9662 4.1824  0.145
80 C -2.2236 -1.8170 3.9016  -0.210
81 C -1.1931 -2.2905 4.7044  0.017
82 C 0.1129 -2.0652 4.3061  -0.010
83 C 0.3606 -1.4053 3.1148  -0.126
84 N -0.6262 -0.9691 2.3288  -0.007
85 C -1.8813 -1.1580 2.7233  -0.085
86 C -1.7062 -1.2437 7.8148  -0.027
87 C -0.8435 -0.2158 8.1462  -0.032
88 H -0.1774 3.0272 7.2969  0.075
89 H 1.0677 1.8367 7.6723  0.083
90 H -0.0387 2.3748 8.9275  0.086
91 H -1.9969 2.1563 6.0556  0.102
92 H -3.5621 0.3594 5.4885  0.111
93 H -3.9579 -2.6290 7.3126  0.161
94 H -4.1738 -2.1574 3.3865  0.146
95 H -1.4053 -2.8269 5.6179  0.118
96 H 0.9379 -2.4146 4.9094  0.118
97 H 1.3737 -1.2274 2.7722  0.113
98 H -2.6625 -0.7842 2.0671  0.095
99 H -1.6216 -2.2041 8.3065  0.120
100 H -0.0945 -0.3838 8.9096  0.119
101 C 1.2499 2.0207 2.7072  -0.217
102 O 0.4567 1.6460 1.6252  -0.572
103 H 2.2272 1.5184 2.6863  0.070
104 H 0.7679 1.7633 3.6611  0.070
105 H 1.4463 3.1012 2.7116  0.075

The highest occupied orbital energy is -10.439 eV. The total energy comes out at -2812.83600 hartree. As for the energy above the lowest of the compared OMol25 structures with the same formula, charge and spin: 34.2 kJ/mol. The multiplicity is 1. Its net charge is +1.

Entry 2:
One molecule with the formula C4H8N2 at a distorted geometry, computed with ωB97M-V with the def2-TZVPD basis set.

Last column: Löwdin charge in e.
Atoms and positions in Å:
1 C 0.4591 1.1356 -0.1189  -0.245
2 N 0.9943 0.0858 0.6001  -0.191
3 C 0.7423 -1.1303 -0.0998  -0.161
4 C -0.8515 -0.8362 -0.3626  -0.233
5 N -1.6332 -0.2174 0.7987  0.013
6 C -1.1543 0.5998 -0.3772  -0.210
7 H 0.4958 2.1643 0.5393  0.141
8 H 0.8981 1.3548 -1.2362  0.133
9 H 2.0383 0.3583 0.8238  0.171
10 H 0.9713 -2.0670 0.4599  0.115
11 H 1.3556 -1.1250 -1.0376  0.108
12 H -1.2880 -1.5610 -0.9962  0.098
13 H -1.1092 -0.1056 1.7512  0.127
14 H -1.9185 1.3438 -0.7446  0.133

The highest occupied orbital energy is -9.065 eV. The total energy comes out at -266.60291 hartree. As for the energy above the lowest of the compared OMol25 structures with the same formula, charge and spin: 312.7 kJ/mol. The structure (SMILES) is C1NC[C@H]2N[C@@H]12. The multiplicity is 1.

Entry 3:
A 2-piece molecular cluster, C6H3NO4 overall at a distorted geometry, computed with ωB97M-V with the def2-TZVPD basis set.

Last column: Löwdin charge in e.
Atoms and positions in Å:
1 C 1.5718 1.3683 -1.0210  -0.026
2 C 1.4429 2.7364 -0.7452  -0.326
3 C 1.6748 0.0359 2.6219  -0.737
4 C 2.5604 2.2440 -1.4772  -0.292
5 C 1.1096 0.0097 -1.0156  -0.533
6 C -0.0432 -0.1360 -0.1313  -0.091
7 N 1.0353 -0.9559 2.5868  -0.024
8 O 1.5396 -0.8538 -1.7903  -0.067
9 O 0.6503 3.6199 -0.3851  -0.007
10 O 2.4945 0.8797 2.7338  -0.058
11 O 3.6443 2.3671 -2.1081  0.001
12 H -0.2709 0.8234 0.2576  0.048
13 H 0.3860 -0.4329 0.9876  0.057
14 H -0.8223 -0.8667 -0.2892  0.053

The highest occupied orbital energy (spin up / spin down) is 2.066 / -0.809 eV. The total energy comes out at -585.97784 hartree. As for the expectation value of S²: 2.016. The multiplicity is 3. Its net charge is -2.

Entry 4:
C28H27N5O3V as an isolated structure, computed with ωB97M-V with the def2-TZVPD basis set.

Last column: Löwdin charge in e.
Atoms and positions in Å:
1 V 0.5978 0.4321 0.1218  1.189
2 C 0.7767 1.6901 4.1842  0.034
3 C 0.8420 3.0701 4.0235  0.059
4 C 0.7040 3.6257 2.7553  0.069
5 C 0.5151 2.7879 1.6737  -0.171
6 N 0.4955 1.4435 1.8397  -0.041
7 C 0.6149 0.8986 3.0679  -0.051
8 C 0.1696 3.2293 0.2984  -0.173
9 C -0.0038 4.5460 -0.0741  0.066
10 C -0.5401 4.8296 -1.3271  0.060
11 C -0.9159 3.7837 -2.1590  0.038
12 C -0.6932 2.4876 -1.7451  -0.059
13 N -0.1365 2.2101 -0.5508  -0.033
14 H 0.8487 1.2322 5.1620  0.147
15 H 0.9813 3.7159 4.8822  0.153
16 H 0.7227 4.6994 2.6308  0.141
17 H 0.5734 -0.1835 3.1298  0.147
18 H 0.2475 5.3507 0.6026  0.141
19 H -0.6889 5.8580 -1.6332  0.153
20 H -1.3803 3.9621 -3.1199  0.147
21 H -0.9767 1.6455 -2.3603  0.128
22 O -5.4630 -2.7188 0.8918  -0.018
23 C -5.3976 -1.3485 1.1516  -0.176
24 C -3.9952 -0.9005 0.8819  -0.085
25 C -3.6259 0.4455 0.9683  0.058
26 C -2.3354 0.8204 0.7118  -0.052
27 N -1.3647 -0.0759 0.3622  0.000
28 C -1.7238 -1.3914 0.3095  -0.149
29 C -3.0007 -1.8255 0.5494  0.115
30 C -0.5892 -2.2666 0.0088  -0.151
31 C -0.6544 -3.6244 -0.1566  0.117
32 C 0.5140 -4.3412 -0.4373  -0.083
33 C 0.4722 -5.8251 -0.6197  -0.177
34 O -0.8476 -6.2424 -0.4433  -0.017
35 C 1.7125 -3.6253 -0.5458  0.058
36 C 1.7166 -2.2687 -0.3818  -0.049
37 N 0.5746 -1.5669 -0.0945  -0.011
38 H -6.3619 -3.0481 1.0289  0.135
39 H -5.6229 -1.0969 2.1981  0.164
40 H -6.0702 -0.7522 0.5208  0.162
41 H -4.3500 1.2067 1.2319  0.153
42 H -2.0441 1.8551 0.7728  0.119
43 H -3.2612 -2.8736 0.4924  0.142
44 H -1.5897 -4.1612 -0.0761  0.142
45 H 1.1705 -6.2685 0.1038  0.164
46 H 0.8647 -6.0387 -1.6245  0.164
47 H -0.9097 -7.2043 -0.5219  0.136
48 H 2.6467 -4.1307 -0.7589  0.154
49 H 2.6269 -1.6984 -0.4592  0.118
50 O 2.5540 0.3773 0.7948  -0.135
51 C 3.5970 1.0397 0.0045  -0.033
52 C 3.1443 0.8483 -1.4060  -0.215
53 C 3.9742 0.9281 -2.5048  0.061
54 C 3.4504 0.6656 -3.7623  0.057
55 C 2.1101 0.2974 -3.8786  0.030
56 C 1.3381 0.2434 -2.7443  -0.079
57 N 1.8366 0.5420 -1.5197  -0.018
58 H 2.8605 0.1842 1.6941  0.157
59 H 4.5606 0.5707 0.1988  0.166
60 H 3.6442 2.0903 0.2972  0.158
61 H 5.0212 1.1742 -2.3772  0.154
62 H 4.0844 0.7199 -4.6389  0.151
63 H 1.6765 0.0432 -4.8365  0.145
64 H 0.3025 -0.0729 -2.7881  0.129

The highest occupied orbital energy (spin up / spin down) is -19.948 / -19.956 eV. The total energy comes out at -2525.30740 hartree. As for the expectation value of S²: 0.763. As for the energy above the lowest of the compared OMol25 structures with the same formula, charge and spin: 0.0 kJ/mol. The multiplicity is 2. Its net charge is +4.